15
Properties=species:S:1:pos:R:3:forces:R:3 method="wB97M-V/def2-TZVPD" homo_ev=-6.84 gap_ev=7.55 e_lumo_ev=0.71 spin_multiplicity=1 e_above_lowest_kj_mol=407.4
C -0.704938 -1.612343 -1.796580 0.21 0.04 0.42
N -0.463137 -0.128506 -1.098699 -0.03 -0.05 0.01
C -1.418551 0.139981 -0.057877 -0.02 0.03 0.16
C -0.786598 0.519920 1.059400 -0.12 -0.09 -0.15
C 0.652054 0.540472 0.782928 -0.07 -0.04 -0.28
N 1.605563 0.810057 1.755930 0.01 0.10 -0.08
C 0.821183 0.169764 -0.503023 0.15 -0.02 0.12
H -0.633884 0.473952 -1.898920 -0.01 0.04 0.04
H 0.317787 -2.025082 -1.726198 -0.16 0.09 -0.10
H -1.250056 -2.136373 -0.991430 0.06 0.10 -0.06
H -2.464326 -0.027493 -0.273304 0.15 0.02 0.03
H -1.244543 0.730324 2.019308 0.06 -0.05 -0.18
H 1.325502 1.508723 2.430930 0.01 -0.12 -0.08
H 2.531993 0.998376 1.397398 -0.12 -0.05 0.05
H 1.711951 0.038229 -1.099862 -0.13 -0.01 0.09